This record from the Open Molecules 2025 dataset describes a structure of composition C6H11ClDyMnN3 in a non-equilibrium geometry. The level of theory is ωB97M-V/def2-TZVPD.

Geometry as XYZ:
```
23
Properties=species:S:1:pos:R:3:lowdin_charge:R:1
Dy 0.70989 1.76657 -0.37627 1.017
Cl -1.42634 2.98198 -0.58828 -0.291
C 1.70422 1.92712 -2.53804 -0.402
C 1.66974 3.32700 1.09438 -0.411
H 2.56302 2.56319 -2.81153 -0.067
H 1.98993 0.94167 -2.94526 -0.065
H 0.91337 2.27109 -3.22816 -0.072
H 2.54835 3.96735 0.92925 -0.063
H 1.86853 2.89583 2.08895 -0.061
H 0.87451 4.06539 1.29845 -0.077
Mn 0.11945 -1.67612 0.39081 0.303
C -0.50178 -1.53532 2.18792 -0.301
C 1.77310 -0.66902 0.34985 -0.486
H 0.35160 -1.32532 2.84359 -0.031
H -1.32012 -0.81924 2.31404 -0.021
H -0.84942 -2.58834 2.24975 -0.028
H 2.16728 -0.93925 1.35213 -0.126
H 2.40130 -1.39461 -0.21755 -0.133
N -1.62317 -1.93596 -0.49096 0.037
C -2.66713 -2.36736 -0.85192 -0.351
N -3.75607 -2.78488 -1.33917 0.037
C -4.43229 -3.86298 -0.98681 -0.436
N -5.07797 -4.80880 -0.72516 0.027
```

Results
LUMO (spin up / spin down): 5.23 / 5.28 eV
Net charge: -2
HOMO energy (spin up / spin down): 0.0095 / 0.0341 Eh
Frontier orbital gap (spin up / spin down): 4.97 / 4.35 eV
Calculated total energy: -2895.53281 Ha
Energy above the lowest of the compared OMol25 structures with the same formula, charge and spin: 0.000 eV
2S+1: 11